{"formula": "C7H13Cl", "method": "the ωB97M-V functional and the def2-TZVPD basis", "elements": ["C", "C", "C", "C", "C", "C", "C", "H", "H", "H", "H", "H", "H", "H", "H", "H", "H", "H", "H", "H", "Cl"], "xyz": [[0.5128, 2.1536, -0.1600], [-0.5487, 1.0872, -0.4074], [-1.6553, 0.9057, 0.6383], [-1.6005, -0.6164, 0.4108], [-2.6774, -1.1630, -0.4988], [-0.2211, -0.4276, -0.2972], [0.9206, -0.8124, 0.6119], [0.0567, 3.1109, -0.1746], [0.9815, 2.0099, 0.8360], [1.3037, 2.1302, -0.9335], [-1.0047, 1.2807, -1.3629], [-1.3353, 1.1650, 1.6612], [-2.6132, 1.4072, 0.4475], [-1.5366, -1.2512, 1.3119], [-2.7362, -0.5905, -1.4224], [-2.4902, -2.1908, -0.7692], [-3.6557, -1.1118, -0.0532], [-0.1394, -0.9457, -1.2571], [0.8922, -1.8741, 0.8732], [0.9170, -0.2345, 1.5432], [2.5281, -0.5687, -0.1462]], "atomic_forces_ev_per_a": [[0.80, -1.30, 0.18], [0.54, 0.31, 0.35], [-0.30, 0.15, 0.64], [0.23, -0.53, 0.20], [0.17, 0.30, -0.30], [-0.24, -0.07, -0.12], [0.02, -0.10, 0.26], [-0.44, 1.03, 0.02], [-0.13, 0.13, -0.56], [-0.34, -0.01, 0.43], [-0.19, -0.02, -0.52], [0.00, 0.04, -0.36], [0.18, -0.15, 0.03], [-0.08, 0.35, -0.15], [0.07, 0.11, -0.17], [0.13, -0.41, -0.07], [-0.43, 0.02, 0.38], [0.13, -0.02, 0.11], [-0.15, 0.18, -0.08], [0.00, -0.08, -0.21], [0.04, 0.08, -0.06]], "lowdin_charge": [-0.08, -0.33, -0.11, -0.32, -0.07, -0.32, -0.55, 0.06, 0.08, 0.08, 0.13, 0.12, 0.11, 0.14, 0.08, 0.07, 0.07, 0.14, 0.08, 0.08, 0.55], "total_charge": 0, "smiles": "C[C@@H]1C[C@@H](C)C1CCl", "lumo_ev": 1.049, "total_energy_ev": -19992.021, "homo_ev": -10.300}